(1)
{"formula": "C15H30BrClFNO7P2S", "method": "wB97M-V/def2-TZVPD", "species": ["C", "C", "Br", "C", "C", "C", "C", "C", "O", "C", "N", "Cl", "O", "S", "O", "O", "C", "P", "O", "O", "O", "C", "C", "C", "C", "F", "P", "C", "C", "H", "H", "H", "H", "H", "H", "H", "H", "H", "H", "H", "H", "H", "H", "H", "H", "H", "H", "H", "H", "H", "H", "H", "H", "H", "H", "H", "H", "H", "H"], "positions_angstrom": [[-3.579, -3.060, 0.673], [-2.192, -2.498, 0.401], [-1.542, -3.392, -1.210], [-2.316, -0.963, 0.420], [-1.366, 0.153, -0.146], [-1.725, 0.207, -1.683], [-0.917, 0.675, -2.917], [-0.307, 2.066, -3.091], [-1.148, 2.819, -3.966], [-1.973, 1.501, 0.478], [-1.787, 2.681, -0.307], [-3.793, 1.461, 0.616], [-1.563, 1.607, 1.847], [-0.505, 2.763, 2.256], [-0.322, 2.624, 3.669], [0.835, 2.053, 1.623], [0.900, 1.377, 0.347], [2.633, 1.746, -0.186], [2.954, 1.312, -1.541], [2.717, 3.334, -0.005], [3.553, 1.234, 1.003], [0.223, -0.036, 0.296], [0.910, -0.798, -0.887], [2.110, -1.772, -0.828], [3.281, -1.670, 0.139], [4.388, -1.099, -0.484], [0.212, -0.896, 2.035], [1.540, -0.235, 3.113], [0.820, -2.631, 1.865], [-3.954, -2.638, 1.608], [-4.274, -2.803, -0.124], [-3.543, -4.142, 0.786], [-1.553, -2.821, 1.211], [-2.444, -0.753, 1.481], [-3.263, -0.776, -0.074], [-1.977, -0.819, -1.949], [-2.688, 0.718, -1.705], [-0.161, -0.061, -3.164], [-1.633, 0.593, -3.736], [-0.218, 2.612, -2.155], [0.695, 1.970, -3.513], [-0.625, 3.515, -4.381], [-0.905, 3.154, -0.211], [-2.548, 3.335, -0.201], [0.413, 1.962, -0.438], [1.912, 3.769, 0.296], [4.382, 1.731, 1.065], [0.129, -1.376, -1.359], [1.169, -0.047, -1.621], [2.569, -1.733, -1.817], [1.707, -2.782, -0.753], [3.071, -1.084, 1.029], [3.586, -2.669, 0.451], [2.459, 0.099, 2.641], [1.777, -1.069, 3.778], [1.137, 0.573, 3.713], [0.347, -3.158, 2.694], [0.497, -3.106, 0.945], [1.894, -2.751, 1.970]], "total_energy_ha": -5385.93961, "e_homo_ev": -8.23, "e_lumo_ev": 0.003, "homo_lumo_gap_ha": 0.30253, "largest_force_ev_per_a": 0.6}

---

(2)
{"formula": "C24H13BrN5O5RuS2", "method": "wB97M-V/def2-TZVPD", "species": ["Ru", "O", "C", "C", "C", "C", "C", "C", "C", "O", "N", "N", "C", "C", "C", "C", "C", "C", "C", "O", "H", "H", "H", "H", "H", "H", "H", "H", "H", "H", "S", "C", "S", "C", "C", "N", "C", "N", "Br", "C", "C", "N", "C", "C", "C", "C", "O", "O", "H", "H", "H"], "positions_angstrom": [[0.511, 0.488, -1.800], [-2.772, -2.321, 1.516], [-3.413, -1.141, 1.321], [-4.405, -0.748, 2.215], [-5.074, 0.455, 2.066], [-4.755, 1.286, 1.004], [-3.774, 0.900, 0.110], [-3.083, -0.307, 0.234], [-1.979, -0.523, -0.739], [-1.826, 0.352, -1.657], [-1.186, -1.577, -0.570], [-0.097, -1.487, -1.358], [0.749, -2.471, -1.403], [1.896, -2.487, -2.254], [2.829, -3.531, -2.122], [3.984, -3.578, -2.866], [4.245, -2.568, -3.799], [3.342, -1.548, -3.984], [2.146, -1.468, -3.237], [1.321, -0.483, -3.455], [-3.065, -2.685, 2.357], [-4.646, -1.395, 3.053], [-5.824, 0.748, 2.790], [-5.255, 2.239, 0.889], [-3.473, 1.552, -0.698], [0.576, -3.319, -0.737], [2.623, -4.310, -1.394], [4.692, -4.384, -2.717], [5.161, -2.592, -4.376], [3.533, -0.755, -4.695], [1.721, 2.520, -2.521], [3.024, 2.131, -1.493], [3.087, 0.646, -0.714], [4.131, 3.101, -1.333], [5.140, 3.168, -2.294], [5.995, 3.213, -3.084], [4.240, 3.891, -0.188], [4.356, 4.556, 0.760], [-0.217, -1.516, 4.934], [-0.894, 0.026, 4.035], [-1.827, 0.810, 4.689], [-2.366, 1.884, 4.117], [-1.970, 2.189, 2.883], [-1.025, 1.466, 2.166], [-0.468, 0.340, 2.761], [-0.639, 1.884, 0.759], [-1.162, 2.873, 0.267], [0.196, 1.080, 0.208], [-2.144, 0.581, 5.700], [-2.421, 3.062, 2.427], [0.264, -0.247, 2.224]], "total_energy_ha": -5037.65645, "e_homo_ev": [-1.39, -1.53], "e_lumo_ev": [3.735, 3.734], "multiplicity": 6, "homo_lumo_gap_ha": [0.18832, 0.19330], "largest_force_ev_per_a": 1.9, "charge": -2, "relative_energy_kcal_mol": 50.2}

---

(3)
{"formula": "C5H11CaMgO4", "method": "wB97M-V/def2-TZVPD", "species": ["O", "C", "C", "O", "C", "C", "O", "C", "Mg", "H", "H", "H", "H", "H", "H", "H", "H", "H", "H", "Ca", "O", "H"], "positions_angstrom": [[-0.418, -2.136, -0.569], [-1.368, -2.168, 0.453], [-2.040, -0.831, 0.742], [-1.189, 0.233, 1.096], [-0.741, 1.113, 0.034], [0.511, 1.791, 0.523], [1.623, 0.899, 0.240], [2.917, 1.372, 0.532], [0.583, -0.454, -0.921], [-0.884, -2.547, 1.374], [-2.171, -2.894, 0.222], [-2.760, -0.966, 1.566], [-2.611, -0.525, -0.154], [-1.510, 1.870, -0.179], [0.529, 1.978, 1.611], [0.687, 2.732, -0.022], [3.632, 0.623, 0.175], [3.109, 2.329, 0.022], [3.018, 1.503, 1.620], [-0.078, -2.922, -2.516], [-0.051, -0.845, -2.733], [-0.788, -0.154, -3.117]], "total_energy_ha": -1375.75921, "e_homo_ev": [-4.77, -6.84], "e_lumo_ev": [-0.058, -0.238], "multiplicity": 2, "homo_lumo_gap_ha": [0.17309, 0.24254], "largest_force_ev_per_a": 4.9, "relative_energy_kcal_mol": 0.0}